# 1
{
  "formula": "CH3FNP",
  "method": "ωB97M-V/def2-TZVPD",
  "species": ["N", "P", "H", "F", "H", "H", "C"],
  "coordinates": [[1.41330, -0.62131, 0.04729], [0.72649, 0.77726, 0.08816], [-1.59232, 0.79361, -0.86289], [3.03106, -0.35186, -0.01633], [-0.94194, -1.04705, -0.05783], [-1.59629, 0.32597, 0.82076], [-1.04030, 0.12338, -0.01916]],
  "atomic_forces_ev_per_a": [[3.27, -1.03, -0.33], [-0.93, 1.20, -0.01], [1.40, -2.25, 1.46], [-3.38, -0.16, 0.27], [-0.61, 2.30, -0.75], [-1.01, 0.69, 2.32], [1.26, -0.76, -2.96]],
  "spin_multiplicity": 1,
  "e_tot_ev": -14578.168,
  "lumo_ha": -0.02463
}

# 2
{
  "formula": "C35H41AsN3O2P2STi",
  "method": "ωB97M-V/def2-TZVPD",
  "species": ["C", "P", "C", "As", "O", "H", "H", "C", "H", "H", "C", "C", "H", "H", "C", "C", "H", "C", "C", "H", "C", "H", "C", "H", "C", "H", "H", "H", "H", "N", "C", "H", "C", "H", "C", "C", "H", "O", "H", "H", "H", "H", "C", "Ti", "H", "H", "H", "H", "C", "H", "C", "N", "C", "H", "C", "C", "C", "H", "C", "H", "H", "H", "H", "C", "C", "C", "S", "H", "H", "H", "H", "C", "C", "H", "H", "C", "C", "C", "H", "H", "H", "C", "N", "C", "C", "P"],
  "coordinates": [[-0.45918, -4.64056, 2.28408], [1.13968, 2.26394, 0.21612], [2.01419, -3.66581, 3.06932], [-2.66952, 2.08314, -1.73246], [0.89643, -1.56443, -1.35598], [5.88456, 2.13808, 1.79276], [0.00678, 4.98374, 0.02947], [2.74677, 1.52771, 0.66890], [-1.50565, 2.96066, -3.71839], [-3.86510, 2.55764, 0.38817], [-3.14314, -5.06507, -1.08085], [0.54174, 2.88056, 1.83491], [-2.12779, 4.30303, -2.71870], [1.69623, -0.86353, -4.30736], [0.80840, -3.97949, -2.37884], [0.81197, 4.89914, -0.68939], [2.32714, 6.75212, -3.08393], [-4.37504, -4.47937, -1.32980], [-2.19145, -4.39149, -0.32816], [-1.23657, -4.87255, -0.14859], [-2.02314, -1.35444, 2.51079], [1.44869, -1.85051, 2.10266], [3.93950, -0.54426, 1.09322], [-3.90938, -1.54178, 0.26898], [5.05226, 0.18408, 1.48831], [-0.17022, 3.69344, 1.65842], [-5.07052, 1.50019, -1.91080], [-0.64157, 3.44536, -2.22900], [1.38136, 3.30772, 2.39000], [1.63037, -0.66448, -3.31732], [-0.41242, 1.68638, 3.91403], [-4.78294, 3.15672, -2.51456], [-0.11393, 1.75376, 2.58609], [0.83254, 1.16112, -3.22601], [0.40849, -5.44691, 3.00686], [-4.63729, -3.21074, -0.83204], [3.84993, 3.32583, 1.08357], [1.25479, -2.84417, -3.14867], [0.49163, 6.88272, -1.43402], [0.10759, -6.45038, 3.27335], [-0.27479, -3.92661, -2.25711], [-2.61587, 3.79004, 0.07900], [1.23529, -1.67889, -2.52440], [-0.05173, -0.05157, -0.00148], [2.32304, -5.58918, 3.96673], [-2.15959, 2.17761, 0.72285], [1.08852, -4.84430, -2.97054], [-3.05628, -1.13115, 2.23476], [5.01680, 1.57437, 1.48073], [-2.92278, -6.05174, -1.46458], [-1.61731, 3.33990, -2.70291], [-0.60937, 0.63573, 1.91033], [-2.44880, -3.12882, 0.20105], [1.97208, -0.47326, 0.34658], [1.15158, -2.87019, 2.33001], [2.80525, 0.14049, 0.68455], [2.11175, 5.90789, -2.44398], [5.94988, -0.32980, 1.80466], [-1.26589, -0.11323, 2.88779], [-4.34824, 1.74138, -3.51965], [3.23642, 2.79327, -1.75367], [3.69506, 4.69593, -3.23458], [-1.43598, -5.02984, 2.02454], [2.60853, 3.67477, -1.69858], [3.86902, 2.24167, 1.07951], [-3.68330, -2.54145, -0.08252], [-1.86155, 0.11177, -1.83767], [-5.59064, -2.73866, -1.02978], [1.30555, -3.99335, -1.41101], [2.96720, -3.26693, 3.39101], [-0.15017, 2.41834, 4.66043], [-1.15131, 0.48158, 4.10858], [1.64947, -4.96258, 3.39867], [-5.12300, -5.00436, -1.90745], [3.95120, -1.62605, 1.09733], [1.08145, 5.98000, -1.51884], [-0.09369, -3.34564, 1.92158], [1.57105, 3.73232, -0.76853], [-2.06035, -2.06131, 3.34225], [-1.55779, 0.10749, 5.03356], [2.49468, 1.09144, -3.02679], [-4.41226, 2.13239, -2.50488], [1.61064, 0.64005, -2.83091], [2.87708, 4.75234, -2.52939], [-2.83870, 2.72340, 0.06429], [-1.17835, -2.14236, 1.07336]],
  "atomic_forces_ev_per_a": [[-0.14, -0.08, 0.10], [0.18, -0.28, 0.12], [-0.02, -0.03, -0.01], [0.31, -0.50, 0.24], [-0.13, 0.21, 0.60], [0.03, 0.02, 0.01], [-0.01, -0.01, 0.01], [-0.03, 0.01, 0.00], [0.02, 0.07, 0.00], [0.01, 0.02, 0.05], [-0.06, 0.07, 0.01], [0.06, 0.08, 0.04], [0.06, 0.02, -0.02], [0.06, 0.11, 0.09], [-0.06, 0.07, -0.08], [0.02, 0.09, 0.01], [0.01, 0.01, -0.02], [0.05, 0.04, 0.03], [0.21, -0.13, -0.03], [-0.05, 0.06, -0.03], [0.02, -0.07, 0.02], [-0.06, -0.05, -0.02], [0.07, 0.20, 0.04], [0.04, -0.02, 0.03], [0.01, -0.02, 0.01], [-0.01, -0.04, -0.01], [0.00, 0.01, -0.05], [-0.06, -0.03, -0.06], [-0.07, 0.01, 0.02], [-0.03, -0.12, -0.34], [-0.13, -0.14, 0.22], [-0.01, -0.02, -0.01], [0.04, -0.23, -0.52], [0.13, -0.04, 0.03], [0.05, 0.10, -0.02], [-0.01, -0.04, -0.01], [-0.01, -0.01, -0.01], [0.16, 0.10, -0.16], [-0.02, 0.01, 0.01], [-0.01, -0.03, 0.02], [0.12, -0.03, 0.05], [-0.04, 0.01, 0.06], [-0.09, -0.03, -0.02], [-0.60, 0.06, -0.50], [0.01, -0.02, 0.02], [0.00, 0.02, -0.06], [-0.03, -0.01, 0.02], [0.00, 0.06, -0.05], [-0.09, -0.06, -0.04], [0.02, -0.03, -0.01], [0.11, 0.14, -0.20], [-0.05, 0.23, 0.44], [-0.04, 0.15, -0.02], [0.36, -0.07, 0.01], [0.08, 0.08, -0.01], [-0.03, -0.19, 0.00], [-0.01, -0.02, 0.02], [0.02, 0.00, 0.00], [0.07, -0.05, -0.57], [-0.06, 0.03, 0.03], [0.00, -0.01, 0.04], [0.02, 0.00, -0.02], [0.04, 0.05, 0.02], [0.06, 0.01, -0.06], [0.04, 0.11, 0.03], [-0.02, 0.06, 0.05], [-0.14, 0.16, 0.09], [-0.01, 0.01, 0.00], [-0.06, -0.03, 0.00], [0.02, -0.01, 0.01], [0.00, 0.02, 0.05], [0.11, 0.21, 0.16], [-0.03, 0.01, -0.03], [-0.02, -0.01, -0.02], [0.01, -0.01, 0.00], [0.03, -0.04, 0.00], [0.06, 0.08, -0.02], [-0.04, 0.06, 0.08], [-0.03, 0.03, -0.03], [-0.01, 0.00, 0.06], [-0.08, 0.00, -0.03], [-0.16, -0.07, -0.13], [-0.09, -0.10, -0.03], [-0.03, 0.01, 0.02], [-0.04, 0.08, 0.15], [0.00, -0.31, 0.10]],
  "spin_multiplicity": 3,
  "e_tot_ev": -158889.267,
  "charge": 1,
  "lumo_ha": [-0.06995, -0.06995]
}